(1)
DFT (the ωB97M-V functional and the def2-TZVPD basis) results for an isolated molecule of C4H5NO2 at a distorted geometry.

Geometry as XYZ:
```
12
Properties=species:S:1:pos:R:3
O -0.4063 0.3863 1.1757
O 2.6085 -0.6847 -0.1876
N -1.6565 0.0993 -0.6709
C 1.8421 -0.0157 0.4611
C 0.4214 0.3187 -0.0028
C -1.6101 0.4137 0.5696
C -0.3485 -0.6031 -0.8948
H 0.0177 -0.5521 -1.9216
H -2.4267 0.7573 1.1922
H 2.1158 0.3370 1.4800
H -0.0958 1.1881 -0.6267
H -0.4617 -1.6449 -0.5743
```

As for the SMILES: O=C[C@H]1CN=CO1. For the electronic energy, the calculation gives -360.56985 a.u. The value obtained for the energy above the lowest of the compared OMol25 structures with the same formula, charge and spin is 2.7094 eV. The charge is 0.



(2)
DFT (the ωB97M-V functional and the def2-TZVPD basis) results for a cluster of 5 separate species, CH12N2O4 in total at a distorted geometry.

Geometry as XYZ:
```
19
Properties=species:S:1:pos:R:3
O -1.2646 0.0794 2.9998
O 0.7435 -0.8091 -3.3819
O 0.3083 2.0817 1.7120
O 1.8433 -1.3989 -0.4047
N -1.4494 -0.5087 0.2762
N -0.0079 0.9295 -0.8213
C -0.8716 -0.0108 -0.8509
H 0.3277 1.7553 0.7955
H -0.9771 1.0124 2.9402
H 0.1736 1.3073 -1.7418
H -1.8667 -1.4222 0.2026
H 0.9864 -1.7441 -0.1081
H 1.4698 -1.0705 -3.9868
H -1.0509 -0.3265 1.2039
H 1.0111 -1.1869 -2.5058
H 1.6056 -0.4455 -0.3723
H 1.1800 2.3863 1.9881
H -0.9882 -0.2164 3.8747
H -1.1730 -0.4125 -1.8193
```

As for the SMILES: [H]/N=C/N.O.O.O.O. For the electronic energy, the calculation gives -455.78041 a.u. The value obtained for the energy above the lowest of the compared OMol25 structures with the same formula, charge and spin is 0.4250 eV. The charge is 0.



(3)
DFT (the ωB97M-V functional and the def2-TZVPD basis) results for a cluster of 2 separate species, C31H39FN2O2P2S in total at a distorted geometry.

Geometry as XYZ:
```
78
Properties=species:S:1:pos:R:3
S 1.8633 1.7521 0.1831
P -3.9263 -1.8471 -0.7933
P -3.0201 -0.7774 2.6086
F -3.1615 3.5690 3.2232
O -5.2489 -0.7246 -1.0534
O 0.5123 -2.6438 -5.4860
N -3.6162 -2.6708 -2.3336
N 0.8131 0.6269 -2.5518
C -2.4346 5.5806 4.2124
C -0.6717 0.4843 1.3006
C 4.4450 0.3741 -0.5841
C 5.3127 -0.5272 -1.5453
C 0.2411 0.8041 0.0590
C -0.2016 1.0100 2.7474
C -0.3059 6.5056 3.5584
C -3.2585 -3.1555 4.3379
C -0.1126 5.4463 2.6749
C 2.2145 0.2298 -2.2879
C 2.3652 -1.2528 -4.5946
C 1.6871 -3.5841 -3.3853
C -2.0066 -0.3786 1.0433
C 5.0333 0.9300 0.8197
C 2.9579 0.7251 -0.9532
C 0.5566 -0.2258 3.4796
C -1.4406 -0.4910 -1.7044
C 6.0674 -1.2900 -5.1561
C -2.4475 -2.5609 3.0652
C -2.3618 -0.8233 -0.4277
C 1.1597 -2.2708 -4.2089
C -2.2295 4.5276 3.3330
C 5.5109 -2.0081 -3.8215
C -4.8878 -0.7139 2.2926
C 3.0867 -0.6835 -3.2533
C -1.4650 6.5725 4.3299
C -1.0769 4.4488 2.5656
C -0.1076 0.3160 -1.4327
C 5.8178 1.4437 1.7583
C -5.2237 0.7674 1.7144
C 4.6042 -1.0460 -2.8781
H 3.1500 -1.9035 -5.1637
H -6.0701 0.7941 0.9373
H -4.1502 -3.7654 3.8966
H -1.7585 -0.8589 -2.7620
H 0.4709 1.9552 2.6863
H 0.3381 -1.8029 -3.5531
H -4.8327 0.1144 -1.4052
H -0.9389 3.6126 1.8895
H 6.3949 -0.8070 -1.2483
H -1.1581 1.3488 3.3165
H -4.2847 1.3029 1.2697
H -0.2356 -0.7996 4.0982
H 5.1986 -1.0722 -5.8960
H -4.1877 -3.5353 -2.3730
H 0.7888 5.3978 2.0718
H 6.3406 -2.4582 -3.1424
H -0.0198 -3.4468 -5.2287
H 1.0044 -0.9966 2.7415
H 6.7342 -2.0816 -5.6976
H 0.4644 0.3024 -3.4667
H 0.4482 7.2822 3.6474
H 2.5097 -4.1557 -3.9520
H -2.5470 -3.2836 2.1506
H -5.3155 -1.5781 1.6673
H 1.4378 0.1433 4.1405
H 1.9987 -0.4267 -5.3053
H 6.6563 -0.3414 -4.8587
H 6.4746 1.9546 2.5552
H 2.0180 -3.1917 -2.3483
H -2.5433 -3.8000 4.9702
H 0.7336 -4.2242 -3.1993
H 4.8156 -2.8959 -4.1161
H -3.9108 -1.9928 -3.0684
H -3.6717 -2.2334 4.9209
H -5.5348 1.4279 2.6259
H -3.3461 5.6201 4.7981
H -1.3046 -2.5609 3.3075
H -1.6120 7.3968 5.0207
H -5.4183 -0.7747 3.3321
```

As for the SMILES: C#Cc1cc(CC)c(C[C@H](C)O)c2c1Sc1c(cc(P(N)O)c(P(CC)CC)c1CC)N2.Fc1ccccc1. For the electronic energy, the calculation gives -2644.85341 a.u. The charge is 0.



(4)
DFT (the ωB97M-V functional and the def2-TZVPD basis) results for an isolated molecule of C5H4Cl2O at a distorted geometry.

Geometry as XYZ:
```
12
Properties=species:S:1:pos:R:3
Cl 1.8920 -0.9981 1.5345
Cl 1.8994 -1.2693 -1.4049
O 2.2385 1.9417 -0.2266
C 1.3001 1.1760 -0.1385
C 1.2724 -0.4053 -0.0088
C -0.4557 -0.0157 -0.0363
C -1.6244 -0.8726 0.2001
C -0.1976 1.3212 -0.1858
H -1.9370 -1.3591 -0.8252
H -0.7485 2.2585 -0.4093
H -2.2333 -0.0321 0.5386
H -1.4058 -1.7453 0.9622
```

As for the SMILES: CC1=CC(=O)C1(Cl)Cl. For the electronic energy, the calculation gives -1188.46337 a.u. The value obtained for the energy above the lowest of the compared OMol25 structures with the same formula, charge and spin is 1.2680 eV. The charge is 0.



(5)
DFT (the ωB97M-V functional and the def2-TZVPD basis) results for a cluster of 2 separate species, C5H5NO in total at a distorted geometry.

Geometry as XYZ:
```
12
Properties=species:S:1:pos:R:3
O 1.4256 1.6780 0.2579
N -0.1262 -0.4977 -0.0811
C 2.6400 -0.4117 -0.0461
C -1.0293 0.3261 0.0665
C 1.7162 0.5542 0.0817
C 3.5255 -1.2466 -0.1318
C -2.5877 0.1464 -0.0236
H -0.9535 1.3757 0.3177
H -3.2902 0.9342 0.0673
H 4.3138 -1.9358 -0.0611
H -2.7902 -0.1575 -1.0459
H -2.8438 -0.7656 0.5985
```

For the electronic energy, the calculation gives -323.31917 a.u. The value obtained for the energy above the lowest of the compared OMol25 structures with the same formula, charge and spin is 5.4562 eV. The charge is 0.



(6)
DFT (the ωB97M-V functional and the def2-TZVPD basis) results for a structure of composition C2H9NOSi at a distorted geometry.

Geometry as XYZ:
```
14
Properties=species:S:1:pos:R:3
Si -0.2862 -0.1238 2.0543
O -0.6032 1.3028 -0.1343
N -0.5333 -0.8263 0.4727
C -0.3703 0.0289 -0.6372
C 0.8929 -0.0121 -1.5050
H -0.5328 -1.4684 2.6076
H 1.0927 -1.1112 -1.6193
H -1.0780 1.1832 2.4130
H -1.3759 -0.3898 -1.5574
H 1.6804 0.3530 -0.8768
H 1.0860 0.4244 1.7412
H 0.8579 0.4122 -2.5071
H -0.8655 -1.7361 0.0793
H 0.0353 1.9634 -0.5309
```

For the electronic energy, the calculation gives -501.00585 a.u. The value obtained for the energy above the lowest of the compared OMol25 structures with the same formula, charge and spin is 4.1593 eV. The charge is 0.